No. 1
{
  "formula": "C30H60BBr18FN3",
  "method": "ωB97M-V/def2-TZVPD",
  "symbols": ["Br", "Br", "Br", "Br", "Br", "Br", "Br", "Br", "Br", "Br", "Br", "Br", "Br", "Br", "Br", "Br", "Br", "Br", "F", "N", "N", "N", "C", "C", "C", "C", "C", "C", "C", "C", "C", "C", "C", "C", "C", "C", "C", "C", "C", "C", "C", "C", "C", "C", "C", "C", "C", "C", "C", "C", "C", "C", "B", "H", "H", "H", "H", "H", "H", "H", "H", "H", "H", "H", "H", "H", "H", "H", "H", "H", "H", "H", "H", "H", "H", "H", "H", "H", "H", "H", "H", "H", "H", "H", "H", "H", "H", "H", "H", "H", "H", "H", "H", "H", "H", "H", "H", "H", "H", "H", "H", "H", "H", "H", "H", "H", "H", "H", "H", "H", "H", "H", "H"],
  "coordinates": [[8.16, 1.35, 0.02], [-5.72, -2.62, -7.14], [-8.33, -3.44, -4.66], [-1.39, 6.02, 2.08], [-1.97, 1.47, 3.45], [5.97, -4.87, -0.65], [-4.10, 5.27, 4.46], [8.58, -2.73, 0.81], [2.28, 1.32, 5.62], [-3.43, 1.37, -6.94], [-5.41, 0.17, 3.01], [-0.62, 3.85, -4.79], [-0.90, -1.17, -7.83], [-0.46, 3.59, 6.61], [-4.35, -0.41, -2.28], [-2.26, 7.16, -4.81], [4.93, 2.15, 1.63], [-1.67, -2.68, -3.41], [4.60, -1.97, 3.97], [1.05, -0.70, 3.08], [3.35, -0.39, -0.07], [-1.73, -3.08, 2.42], [-4.79, 1.96, 3.45], [2.59, -2.58, 1.00], [-2.04, -5.24, 2.08], [1.25, 3.98, 5.75], [7.77, -5.32, -0.08], [7.59, 1.12, 1.88], [6.15, 0.68, 1.96], [-6.55, -1.50, -5.78], [-2.77, -1.01, -8.37], [-3.15, 0.42, -8.61], [-2.25, 7.17, 3.40], [-2.61, -3.94, 1.80], [2.02, -0.14, 2.09], [-6.78, -2.27, -4.51], [0.83, -0.87, -0.30], [-2.55, 6.42, 4.67], [1.62, 2.93, 4.74], [-2.66, -0.01, -3.16], [3.87, -2.98, 3.27], [-0.81, -5.07, 2.88], [-1.50, 6.13, -6.28], [-2.33, -1.03, -4.21], [-0.46, -1.71, 0.08], [-0.65, -3.63, 3.07], [-1.49, -0.94, 0.98], [-1.78, 4.66, -6.13], [-1.92, -1.62, 2.33], [-3.54, 2.32, 2.69], [3.98, -2.73, 1.71], [8.14, -4.59, 1.18], [2.13, -1.03, 0.69], [-2.44, -0.79, 0.38], [-3.58, 2.04, 1.64], [0.67, 0.11, 3.60], [-1.52, -0.68, -4.85], [4.46, -3.66, 1.31], [-1.14, 0.10, 1.22], [-1.91, 0.06, -2.38], [4.70, -1.90, 1.50], [3.31, -0.67, -1.06], [-0.15, -2.71, 0.46], [-1.56, 4.12, -7.05], [-2.42, -6.22, 1.74], [-7.02, -1.59, -3.69], [5.92, 0.34, 2.97], [-2.80, 0.98, -3.61], [2.65, -3.14, 0.01], [-4.11, 0.48, -9.13], [-0.44, 6.36, -6.31], [2.45, 3.27, 4.12], [2.80, -3.06, 3.59], [-3.13, 7.59, 2.93], [8.25, 0.36, 2.28], [3.03, -0.12, 2.60], [-1.73, 5.78, 4.99], [1.99, 4.08, 6.55], [7.35, -4.58, 1.93], [-2.84, -1.59, -9.29], [-3.36, -1.49, -7.60], [-2.81, 7.11, 5.47], [7.75, -6.40, 0.10], [-0.10, -5.82, 3.26], [-4.66, 2.00, 4.53], [4.35, -3.96, 3.54], [1.11, 4.95, 5.27], [-7.46, -1.09, -6.21], [-2.40, 0.98, -9.18], [-1.48, -1.11, 3.22], [5.90, -0.10, 1.25], [-3.50, -3.65, 1.23], [1.78, 0.92, 1.79], [0.53, 0.22, -0.30], [8.43, -5.11, -0.91], [-1.53, 7.97, 3.58], [-3.34, 3.39, 2.77], [-5.84, -0.68, -5.61], [-1.98, 6.52, -7.18], [-2.81, 4.44, -5.83], [7.78, 2.07, 2.38], [-5.62, 2.62, 3.17], [-3.18, -1.29, -4.84], [-3.03, -1.45, 2.44], [1.15, -1.21, -1.33], [0.79, 2.63, 4.11], [3.23, 0.62, 0.03], [9.04, -5.01, 1.62], [-0.99, -1.91, -0.89], [1.53, -1.24, 3.80], [-5.94, -2.89, -4.22], [0.17, -3.13, 3.59], [1.84, -3.15, 1.63]],
  "spin_multiplicity": 1,
  "charge": -1,
  "e_tot_ev": -1300713.888,
  "homo_lumo_gap_ev": 5.5,
  "homo_energy_ev": -4.05
}

***

No. 2
{
  "formula": "C45H31F10InN8",
  "method": "ωB97M-V/def2-TZVPD",
  "symbols": ["In", "F", "F", "F", "F", "F", "F", "F", "F", "F", "F", "N", "N", "N", "N", "N", "N", "N", "N", "C", "C", "C", "C", "C", "C", "C", "C", "C", "C", "C", "C", "C", "C", "C", "C", "C", "C", "C", "C", "C", "C", "C", "C", "C", "C", "C", "C", "C", "C", "C", "C", "C", "C", "C", "C", "C", "C", "C", "C", "C", "C", "C", "C", "C", "H", "H", "H", "H", "H", "H", "H", "H", "H", "H", "H", "H", "H", "H", "H", "H", "H", "H", "H", "H", "H", "H", "H", "H", "H", "H", "H", "H", "H", "H", "H"],
  "coordinates": [[-0.57, 0.12, 0.55], [-6.52, -0.14, -2.19], [0.41, -3.26, 6.07], [-3.26, -0.36, 2.11], [0.80, -5.34, 4.35], [-7.11, -1.85, -0.15], [-4.34, 1.35, -2.18], [1.15, -4.78, 1.69], [0.27, -0.77, 5.24], [-5.41, -1.95, 2.00], [1.05, -2.26, 0.82], [-0.39, -0.21, -1.59], [-1.55, -1.90, 0.20], [2.63, -1.16, -1.29], [0.55, -0.12, 2.37], [-0.54, 2.25, -0.74], [-2.46, 1.19, 0.09], [3.26, 1.41, -0.54], [-0.19, 2.42, 1.57], [0.60, -1.38, 2.95], [0.49, -1.71, 4.30], [3.70, 2.66, -0.40], [-1.07, -1.28, -2.09], [0.26, 5.13, -1.12], [0.76, -4.08, 3.90], [1.70, 1.48, -4.18], [-5.14, -1.14, 0.97], [0.08, 3.07, 0.28], [0.56, -3.02, 4.77], [-6.00, -1.09, -0.11], [-2.95, -4.15, -0.57], [1.05, 0.45, -3.51], [4.04, 0.41, -0.11], [-2.60, -3.55, -2.94], [5.27, 0.66, 0.50], [0.72, 4.52, -2.22], [-1.34, -1.53, -3.43], [3.81, -3.37, -0.10], [0.85, 3.10, -2.60], [3.59, -1.00, -0.38], [-4.03, -0.34, 0.99], [-1.67, -2.18, -1.14], [1.59, 2.79, -3.74], [-1.37, 2.90, 2.30], [0.79, 1.02, 3.26], [4.18, -2.08, 0.27], [2.86, -3.53, -1.08], [0.28, 0.73, -2.38], [0.22, 2.05, -1.94], [-2.78, -3.86, 0.75], [-5.70, -0.23, -1.14], [0.91, -3.79, 2.56], [4.89, 3.00, 0.23], [-3.63, 0.51, -0.06], [0.97, 2.27, 2.43], [5.68, 1.96, 0.70], [-2.40, -3.31, -1.57], [-2.09, -2.65, -3.84], [-0.23, 4.55, 0.18], [0.85, -2.49, 2.13], [-2.00, 2.19, -0.87], [-2.07, -2.71, 1.10], [2.29, -2.40, -1.63], [-4.55, 0.55, -1.12], [-1.71, 2.14, 3.00], [4.26, -4.22, 0.40], [-3.52, -5.02, -0.88], [-2.44, 3.17, -0.66], [2.54, -4.52, -1.40], [-2.27, -2.79, -4.90], [2.30, 1.25, -5.05], [-1.94, -2.43, 2.14], [1.11, 3.14, 3.09], [4.91, -1.94, 1.05], [1.71, 0.86, 3.81], [-3.20, -4.48, 1.53], [-1.15, 3.81, 2.86], [-2.22, 1.95, -1.90], [1.15, 2.95, 0.10], [0.27, 5.07, 1.00], [-0.99, -0.84, -4.17], [2.09, 3.59, -4.28], [0.25, 6.22, -1.15], [-3.16, -4.42, -3.27], [1.86, 2.15, 1.81], [-1.30, 4.75, 0.30], [1.05, 5.19, -3.01], [5.92, -0.16, 0.79], [3.07, 3.44, -0.82], [1.17, -0.57, -3.84], [-0.01, 1.16, 3.99], [-2.20, 3.07, 1.61], [6.63, 2.17, 1.19], [1.52, -2.48, -2.39], [5.17, 4.03, 0.35]],
  "spin_multiplicity": 1,
  "charge": 0,
  "e_tot_ev": -91436.814,
  "e_above_lowest_kj_mol": 134.2,
  "homo_lumo_gap_ev": 6.9,
  "homo_energy_ev": -6.94
}

***

No. 3
{
  "formula": "C5H15N2O",
  "method": "ωB97M-V/def2-TZVPD",
  "symbols": ["O", "N", "N", "C", "C", "C", "C", "C", "H", "H", "H", "H", "H", "H", "H", "H", "H", "H", "H", "H", "H", "H", "H"],
  "coordinates": [[0.33, 1.46, 0.82], [0.65, -0.99, -0.32], [-1.55, 2.62, 0.08], [1.86, -0.67, -1.20], [-0.61, 2.20, 0.99], [0.95, -2.03, 0.63], [-1.54, 2.24, -1.33], [-0.31, -2.34, 1.49], [0.35, -0.12, 0.16], [-2.15, 3.38, 0.36], [-0.82, 2.78, -2.00], [-1.17, -2.76, 0.92], [1.28, -2.89, 0.08], [-0.65, -1.39, 1.93], [2.42, -1.59, -1.44], [-1.38, 1.15, -1.36], [1.54, -0.03, -2.03], [1.80, -1.66, 1.27], [-0.86, 2.67, 1.97], [-0.10, -1.37, -0.88], [-2.56, 2.48, -1.72], [-0.04, -3.10, 2.23], [2.55, -0.04, -0.65]],
  "spin_multiplicity": 2,
  "charge": 2,
  "e_tot_ev": -10436.258,
  "e_above_lowest_kj_mol": 223.0,
  "s2": 0.77,
  "homo_lumo_gap_ev": [11.4, 5.8],
  "homo_energy_ev": [-19.57, -19.56]
}

***

No. 4
{
  "formula": "C4H7N3O",
  "method": "ωB97M-V/def2-TZVPD",
  "symbols": ["O", "N", "N", "N", "C", "C", "C", "C", "H", "H", "H", "H", "H", "H", "H"],
  "coordinates": [[-0.03, -1.95, 0.15], [2.60, -0.36, -0.10], [-2.17, -0.43, -0.06], [-1.02, 0.30, 0.01], [-0.56, 1.58, 0.18], [1.15, 0.17, -0.02], [0.06, -0.60, 0.06], [0.78, 1.49, 0.02], [-0.95, -2.22, -0.37], [-2.61, -0.16, -0.86], [2.79, -0.56, 0.92], [-1.35, 2.35, -0.16], [-2.79, -0.48, 0.83], [1.52, 2.38, -0.12], [2.57, -1.51, -0.47]],
  "smiles": "Nc1ccn(N)c1O",
  "spin_multiplicity": 1,
  "charge": 0,
  "e_tot_ev": -10775.583,
  "e_above_lowest_kj_mol": 401.8,
  "homo_lumo_gap_ev": 8.3,
  "homo_energy_ev": -7.80
}

***

No. 5
{
  "formula": "C4H3Cl2F2LiO2S",
  "method": "ωB97M-V/def2-TZVPD",
  "symbols": ["Cl", "Cl", "S", "F", "F", "O", "O", "C", "C", "C", "C", "Li", "H", "H", "H"],
  "coordinates": [[1.44, -1.37, 0.78], [-2.00, -0.12, -1.42], [0.59, 2.01, 0.57], [1.77, 1.66, 1.55], [-0.68, 0.41, 2.09], [0.05, 3.22, 1.18], [1.11, 2.12, -0.75], [-0.73, 0.91, 0.74], [0.14, -1.23, -0.35], [0.09, -2.31, -1.39], [-0.70, -0.20, -0.24], [-1.37, 2.60, 2.20], [-0.94, -2.60, -1.59], [0.69, -3.16, -1.07], [0.54, -1.93, -2.30]],
  "spin_multiplicity": 1,
  "charge": 0,
  "e_tot_ev": -49810.601,
  "homo_lumo_gap_ev": 7.9,
  "homo_energy_ev": -8.65
}

***

No. 6
{
  "formula": "C6H9N",
  "method": "ωB97M-V/def2-TZVPD",
  "symbols": ["N", "C", "C", "C", "C", "C", "C", "H", "H", "H", "H", "H", "H", "H", "H", "H"],
  "coordinates": [[-1.81, -0.38, -0.91], [1.56, -0.60, 0.84], [-1.75, 0.43, 0.28], [-0.93, -0.85, 0.09], [0.42, -0.05, 0.03], [-0.44, 1.08, 0.42], [0.60, 0.51, -1.32], [0.71, -0.19, -2.17], [1.23, -0.89, 1.85], [-1.07, -1.77, 0.65], [1.98, -1.48, 0.33], [-0.24, 1.83, 1.20], [1.22, 1.39, -1.44], [-2.67, 0.72, 0.78], [2.36, 0.15, 0.94], [-1.17, 0.12, -1.58]],
  "spin_multiplicity": 1,
  "charge": 0,
  "e_tot_ev": -7852.171,
  "e_above_lowest_kj_mol": 577.8,
  "homo_lumo_gap_ev": [8.0, 7.6],
  "homo_energy_ev": [-7.71, -7.45]
}

***

Copy entry 6 word for word.
{
  "formula": "C6H9N",
  "method": "ωB97M-V/def2-TZVPD",
  "symbols": ["N", "C", "C", "C", "C", "C", "C", "H", "H", "H", "H", "H", "H", "H", "H", "H"],
  "coordinates": [[-1.81, -0.38, -0.91], [1.56, -0.60, 0.84], [-1.75, 0.43, 0.28], [-0.93, -0.85, 0.09], [0.42, -0.05, 0.03], [-0.44, 1.08, 0.42], [0.60, 0.51, -1.32], [0.71, -0.19, -2.17], [1.23, -0.89, 1.85], [-1.07, -1.77, 0.65], [1.98, -1.48, 0.33], [-0.24, 1.83, 1.20], [1.22, 1.39, -1.44], [-2.67, 0.72, 0.78], [2.36, 0.15, 0.94], [-1.17, 0.12, -1.58]],
  "spin_multiplicity": 1,
  "charge": 0,
  "e_tot_ev": -7852.171,
  "e_above_lowest_kj_mol": 577.8,
  "homo_lumo_gap_ev": [8.0, 7.6],
  "homo_energy_ev": [-7.71, -7.45]
}

***

Copy entry 4 word for word.
{
  "formula": "C4H7N3O",
  "method": "ωB97M-V/def2-TZVPD",
  "symbols": ["O", "N", "N", "N", "C", "C", "C", "C", "H", "H", "H", "H", "H", "H", "H"],
  "coordinates": [[-0.03, -1.95, 0.15], [2.60, -0.36, -0.10], [-2.17, -0.43, -0.06], [-1.02, 0.30, 0.01], [-0.56, 1.58, 0.18], [1.15, 0.17, -0.02], [0.06, -0.60, 0.06], [0.78, 1.49, 0.02], [-0.95, -2.22, -0.37], [-2.61, -0.16, -0.86], [2.79, -0.56, 0.92], [-1.35, 2.35, -0.16], [-2.79, -0.48, 0.83], [1.52, 2.38, -0.12], [2.57, -1.51, -0.47]],
  "smiles": "Nc1ccn(N)c1O",
  "spin_multiplicity": 1,
  "charge": 0,
  "e_tot_ev": -10775.583,
  "e_above_lowest_kj_mol": 401.8,
  "homo_lumo_gap_ev": 8.3,
  "homo_energy_ev": -7.80
}